1.
{
  "formula": "C2H7O4",
  "method": "ωB97M-V/def2-TZVPD",
  "charge": -1,
  "e_homo_ev": -3.99,
  "de_lowest_kcal_mol": 28.9,
  "energy_ha": -381.4141,
  "homo_lumo_gap_ev": 6.7,
  "multiplicity": 1,
  "e_lumo_ev": 2.76,
  "max_force_ha_per_bohr": 0.0449,
  "species": ["O", "C", "O", "C", "H", "H", "H", "H", "H", "O", "H", "H", "O"],
  "coordinates": [[0.015183, -0.204903, -1.140890], [0.162772, -0.832700, -0.067862], [0.355638, -2.036641, 0.178988], [-0.078426, 0.115396, 1.172282], [-0.386790, -0.393275, 2.114024], [0.891728, 0.607070, 1.359251], [-0.588302, 1.058165, 0.983549], [-0.994975, -4.854590, 1.346887], [-0.357390, -3.834185, 2.196196], [-0.495418, -4.795482, 2.176312], [-0.140971, 7.145430, -1.591143], [-0.459698, 6.283187, -2.671694], [0.278895, 6.848601, -2.409436]],
  "forces_ev_per_a": [[0.573, -0.678, -0.305], [-1.726, 1.432, 0.539], [0.295, -0.279, -0.077], [1.385, 0.167, 0.716], [0.065, 0.348, -0.677], [0.328, -0.660, 0.316], [-1.051, -0.454, -0.356], [0.258, -0.214, 0.206], [0.342, -0.127, 0.012], [-0.481, 0.471, -0.372], [0.667, 0.450, 0.246], [0.404, -0.341, -0.709], [-1.058, -0.116, 0.463]]
}

---

2.
{
  "formula": "C2H7OPS",
  "method": "ωB97M-V/def2-TZVPD",
  "charge": 0,
  "e_homo_ev": -8.70,
  "de_lowest_kcal_mol": 59.3,
  "energy_ha": -895.1215,
  "homo_lumo_gap_ev": 7.9,
  "multiplicity": 1,
  "e_lumo_ev": -0.76,
  "max_force_ha_per_bohr": 0.0359,
  "smiles": "CSC.O=P",
  "species": ["C", "S", "C", "H", "H", "H", "H", "H", "H", "O", "P", "H"],
  "coordinates": [[-0.607891, -1.606369, 0.387370], [-0.637676, 0.215055, 0.218515], [-1.271245, 0.325672, -1.428828], [-1.477501, -2.078612, 0.897544], [-0.693493, -1.911548, -0.676855], [0.374143, -1.891489, 0.814936], [-0.673103, -0.267990, -2.149890], [-2.226078, -0.248268, -1.444480], [-1.354015, 1.430996, -1.721959], [3.077277, 1.877579, 2.918207], [2.523558, 2.453009, 1.694581], [2.966023, 1.701967, 0.490859]],
  "forces_ev_per_a": [[-0.112, -0.076, -0.873], [0.368, -0.094, 1.121], [-0.804, -0.084, -1.198], [0.699, 0.657, 0.005], [0.455, -0.339, 0.725], [-0.803, -0.061, -0.241], [0.220, 0.795, 0.287], [0.126, 1.083, -0.088], [-0.080, -1.819, 0.308], [0.575, -0.726, 0.392], [-0.839, 0.839, -1.031], [0.195, -0.174, 0.593]]
}

---

Repeat the second record exactly.
{
  "formula": "C2H7OPS",
  "method": "ωB97M-V/def2-TZVPD",
  "charge": 0,
  "e_homo_ev": -8.70,
  "de_lowest_kcal_mol": 59.3,
  "energy_ha": -895.1215,
  "homo_lumo_gap_ev": 7.9,
  "multiplicity": 1,
  "e_lumo_ev": -0.76,
  "max_force_ha_per_bohr": 0.0359,
  "smiles": "CSC.O=P",
  "species": ["C", "S", "C", "H", "H", "H", "H", "H", "H", "O", "P", "H"],
  "coordinates": [[-0.607891, -1.606369, 0.387370], [-0.637676, 0.215055, 0.218515], [-1.271245, 0.325672, -1.428828], [-1.477501, -2.078612, 0.897544], [-0.693493, -1.911548, -0.676855], [0.374143, -1.891489, 0.814936], [-0.673103, -0.267990, -2.149890], [-2.226078, -0.248268, -1.444480], [-1.354015, 1.430996, -1.721959], [3.077277, 1.877579, 2.918207], [2.523558, 2.453009, 1.694581], [2.966023, 1.701967, 0.490859]],
  "forces_ev_per_a": [[-0.112, -0.076, -0.873], [0.368, -0.094, 1.121], [-0.804, -0.084, -1.198], [0.699, 0.657, 0.005], [0.455, -0.339, 0.725], [-0.803, -0.061, -0.241], [0.220, 0.795, 0.287], [0.126, 1.083, -0.088], [-0.080, -1.819, 0.308], [0.575, -0.726, 0.392], [-0.839, 0.839, -1.031], [0.195, -0.174, 0.593]]
}